No. 1
ORCA calculation (wB97M-V/def2-TZVPD) on a molecular structure, C20H42AsBFeN9O at a distorted geometry.

Geometry as XYZ:
```
75
Properties=species:S:1:pos:R:3:forces:R:3:mulliken_charge:R:1
Fe 0.122 0.476 0.038 0.6 -0.9 0.5 1.05
B 2.726 0.460 2.550 0.5 0.2 0.4 -0.42
N 1.217 0.304 2.905 -0.1 0.0 -0.1 -0.37
C 0.790 0.436 4.157 0.0 0.0 0.1 -0.34
C -0.579 0.219 4.204 -0.1 0.0 0.0 -1.25
C -0.919 -0.047 2.896 0.2 -0.1 0.0 -0.96
N 0.179 -0.001 2.099 -0.5 0.4 -0.1 1.79
N 3.045 0.271 1.042 -0.1 0.1 -0.1 0.30
C 4.289 0.385 0.578 0.1 -0.1 0.0 -0.43
C 4.288 0.176 -0.791 0.0 -0.1 -0.1 -1.35
C 2.962 -0.068 -1.089 0.0 -0.1 0.1 -0.84
N 2.208 -0.017 0.032 -0.1 0.3 -0.6 1.47
H 3.095 1.556 2.895 -0.2 0.0 -0.2 -0.12
H 3.363 -0.345 3.191 -0.2 -0.2 -0.2 -0.03
H 1.484 0.665 4.949 0.0 0.0 0.0 0.47
H -1.224 0.240 5.065 0.0 0.0 0.0 0.48
H -1.887 -0.300 2.504 0.0 0.0 0.1 0.68
H 5.106 0.593 1.251 0.0 0.0 0.0 0.50
H 5.128 0.186 -1.463 0.0 0.0 0.0 0.50
H 2.525 -0.304 -2.044 0.1 -0.1 0.0 0.43
N 0.203 0.429 -2.183 -0.3 0.4 0.3 -0.68
C -0.980 0.893 -2.957 0.0 0.0 -0.1 -0.50
C -1.976 -0.214 -3.240 0.1 -0.1 0.0 -1.20
C -2.579 -0.863 -1.997 -0.1 0.1 -0.1 0.72
C -3.082 0.137 -0.964 0.0 0.0 -0.1 -0.85
N -2.114 0.248 0.156 0.4 0.1 -0.1 -0.41
H 0.945 1.113 -2.316 0.1 -0.1 -0.1 0.40
H 0.544 -0.444 -2.575 0.0 0.0 0.1 0.21
H -0.665 1.321 -3.910 0.1 0.0 0.0 0.51
H -1.432 1.692 -2.373 0.0 0.1 -0.1 0.01
H -1.510 -0.992 -3.853 0.0 0.1 -0.1 0.42
H -2.766 0.221 -3.855 0.0 0.0 0.0 0.40
H -1.830 -1.485 -1.508 0.0 -0.1 0.0 -0.99
H -3.387 -1.522 -2.314 0.0 -0.1 0.1 0.59
H -4.059 -0.158 -0.581 0.0 0.0 0.1 0.44
H -3.200 1.125 -1.412 0.0 0.0 0.1 0.14
H -2.154 -0.621 0.679 -0.1 0.0 0.0 -0.31
H -2.393 0.991 0.792 0.0 0.0 0.0 0.37
C -0.805 6.732 -0.353 0.0 0.0 0.0 -1.06
N -0.579 5.306 -0.161 0.1 0.1 0.0 0.04
C 0.642 4.738 0.381 0.0 0.0 0.0 -0.46
C 0.350 3.265 0.232 -0.3 0.2 0.0 -0.32
O 1.112 2.348 0.564 -0.5 -0.3 -0.3 -0.46
N -0.865 3.069 -0.323 0.1 0.1 0.1 -0.18
C -1.367 4.309 -0.553 0.0 0.0 0.0 0.43
N -2.546 4.509 -1.134 0.1 0.0 0.0 -0.29
H -0.171 7.280 0.339 0.0 0.0 0.0 0.36
H -1.839 6.991 -0.127 0.0 0.0 0.0 0.39
H -0.564 7.041 -1.371 0.0 0.0 0.0 0.35
H 0.792 5.008 1.428 0.0 0.0 0.0 0.37
H 1.528 5.026 -0.187 0.0 0.0 0.0 0.36
H -3.135 3.723 -1.343 0.0 0.0 0.0 0.16
H -2.905 5.434 -1.296 0.0 0.0 0.0 0.22
C -2.429 -3.430 0.503 0.1 0.0 0.0 -1.23
C -1.010 -3.424 1.066 -0.2 0.1 0.0 -0.98
As 0.299 -2.349 0.095 0.2 -0.1 0.0 1.05
C 1.973 -2.827 0.982 0.0 0.0 0.1 -0.15
C 2.004 -4.201 1.648 0.0 0.0 0.0 -1.36
C 0.429 -3.214 -1.660 0.0 0.0 0.0 -0.27
C 0.412 -4.741 -1.641 0.0 0.0 -0.1 -1.30
H -3.013 -4.209 0.993 0.0 0.0 0.0 0.45
H -2.447 -3.634 -0.568 0.0 0.0 0.0 0.27
H -2.951 -2.487 0.679 0.0 0.0 0.0 0.24
H -0.598 -4.433 1.067 0.0 0.0 0.0 0.64
H -0.997 -3.067 2.097 0.0 0.0 0.0 0.55
H 2.160 -2.055 1.726 0.0 0.0 0.0 0.12
H 2.750 -2.730 0.223 0.0 0.0 0.0 0.48
H 1.299 -4.266 2.476 0.0 0.0 0.0 0.33
H 3.002 -4.366 2.053 0.0 0.0 0.0 0.44
H 1.794 -5.015 0.956 0.0 0.0 0.0 0.25
H 1.361 -2.848 -2.100 0.0 0.0 0.0 0.55
H -0.390 -2.842 -2.279 0.0 0.0 0.0 0.14
H 1.279 -5.152 -1.130 0.0 0.0 0.0 0.29
H 0.432 -5.110 -2.667 0.0 0.0 0.0 0.43
H -0.488 -5.135 -1.170 0.0 0.0 0.0 0.30
```
Forces are in eV/Å.

Output
Highest occupied orbital energy (spin up / spin down)   -13.51 / -13.52 eV
Net charge   +2
LUMO level (spin up / spin down)   -4.627 / -7.300 eV
Orbital gap (spin up / spin down)   8.89 / 6.22 eV
Multiplicity   6

---

No. 2
ORCA calculation (wB97M-V/def2-TZVPD) on 2 unconnected molecules or ions with the total composition C9H14O at a distorted geometry.

Geometry as XYZ:
```
24
Properties=species:S:1:pos:R:3:forces:R:3:mulliken_charge:R:1
C -0.625 0.891 -2.398 0.3 0.1 -0.1 -0.54
C 0.748 0.765 -3.080 -1.1 -0.5 -0.7 -0.91
H -0.642 1.597 -1.561 0.2 -0.3 0.1 0.10
H -1.405 1.245 -3.062 -0.1 -0.1 -0.3 0.36
H -0.868 -0.127 -2.068 -0.3 0.4 0.3 0.15
H 0.641 -0.012 -3.848 0.2 -0.2 0.3 0.26
H 1.435 0.406 -2.329 0.7 0.2 -0.1 0.26
H 1.078 1.607 -3.687 0.2 0.4 0.7 0.32
C -0.561 1.968 1.900 0.6 0.6 -1.1 -1.41
C -0.186 0.554 1.579 0.7 -0.9 0.1 0.68
C -1.169 -0.314 1.146 -0.1 -0.3 0.1 -0.40
C 1.136 0.035 1.647 -1.0 1.3 1.7 -0.38
C -0.925 -1.681 0.926 0.1 1.5 -0.6 -0.58
C 1.403 -1.287 1.421 -0.2 -0.7 0.3 -0.51
C 0.365 -2.148 1.097 -0.3 -0.6 -0.3 0.47
O 0.639 -3.510 1.060 0.2 0.2 0.2 -0.56
H -1.639 2.107 1.847 0.0 0.0 0.3 0.33
H -0.139 2.551 1.073 -0.2 0.3 0.0 0.30
H -2.174 0.091 1.046 0.0 -0.3 -0.1 0.25
H 1.835 0.627 2.240 0.3 0.1 -0.8 0.33
H -1.728 -2.221 0.454 0.0 -0.7 0.4 0.37
H 2.353 -1.757 1.647 0.1 0.3 -0.1 0.42
H 0.571 -3.834 0.165 -0.1 -0.2 -0.4 0.32
H -0.144 2.446 2.786 -0.1 -0.5 0.3 0.39
```
Forces are in eV/Å.

Output
Highest occupied orbital energy   -8.73 eV
Net charge   0
LUMO level   0.817 eV
Orbital gap   9.54 eV
Structure (SMILES)   Cc1ccc(O)cc1.CC
Multiplicity   1

---

No. 3
ORCA calculation (wB97M-V/def2-TZVPD) on 2 unconnected molecules or ions with the total composition C10H21N6O2S2 at a distorted geometry.

Geometry as XYZ:
```
41
Properties=species:S:1:pos:R:3:forces:R:3:mulliken_charge:R:1
N -1.982 -1.446 -1.218 -0.2 2.4 -1.5 -0.57
C -2.074 0.004 -1.507 -0.1 -0.8 -0.1 0.32
N -2.452 0.548 -2.788 1.2 -1.5 2.4 -0.20
C -1.307 1.177 -3.522 0.5 1.8 -1.3 -0.27
C -0.639 0.261 -4.649 -0.7 -0.5 0.1 -0.80
C 0.073 -1.074 -4.127 0.5 0.0 -1.0 -0.12
C 1.576 -0.889 -3.575 -0.5 -1.5 0.3 -0.66
S 2.116 0.865 -3.335 0.1 -0.3 2.3 -0.09
C 2.057 1.089 -1.487 -0.4 1.3 2.6 0.47
N 1.868 2.286 -0.737 0.6 -4.9 -2.0 -0.36
N 1.912 1.910 0.579 0.5 -4.4 0.8 -0.31
C 2.110 0.517 0.707 -0.5 4.2 -3.0 0.07
O 2.223 -0.008 -0.613 -0.5 2.1 0.4 -0.27
N -1.824 0.781 -0.446 0.7 -0.6 -0.9 -0.08
S -1.915 2.517 -0.473 0.3 0.6 0.3 -0.10
H -2.398 -1.958 -2.013 0.3 0.3 0.6 0.35
H -0.971 -1.669 -1.226 -0.7 0.0 0.4 0.34
H -2.966 -0.134 -3.358 0.4 0.3 0.4 0.36
H -1.745 2.091 -4.072 0.7 -1.3 0.9 0.26
H -0.569 1.613 -2.767 -1.0 -0.9 -1.1 0.08
H 0.059 0.903 -5.301 -1.0 -1.0 1.2 0.33
H -1.484 -0.065 -5.364 1.2 0.5 1.1 0.36
H -0.531 -1.652 -3.356 0.6 1.0 -1.1 -0.05
H 0.155 -1.773 -5.040 -0.2 1.0 1.4 0.37
H 1.654 -1.503 -2.606 0.2 1.2 -1.4 0.30
H 2.296 -1.374 -4.317 -0.9 1.0 1.1 0.42
H 2.188 -0.158 1.612 -0.1 1.1 -1.5 0.33
H -1.572 0.339 0.461 -0.4 0.1 -0.9 0.27
H -0.714 2.913 0.146 -0.9 -1.1 -0.6 0.23
C -0.852 0.292 5.759 -0.1 0.1 0.0 -1.29
C -0.352 -0.492 4.576 0.1 -0.2 -0.3 0.82
O -1.016 -0.626 3.555 0.0 0.1 -0.2 -0.67
N 0.880 -1.064 4.661 -0.5 0.4 0.0 -0.15
C 1.815 -1.026 5.767 0.2 -0.3 -0.4 -0.84
H -1.845 0.683 5.539 0.1 -0.1 -0.1 0.29
H -0.922 -0.355 6.636 0.1 0.1 0.0 0.38
H -0.186 1.133 5.962 0.0 -0.1 0.2 0.37
H 1.142 -1.572 3.829 0.0 -0.1 0.2 0.20
H 2.745 -0.576 5.415 0.1 0.0 0.3 0.28
H 2.014 -2.052 6.083 0.1 0.1 0.2 0.32
H 1.433 -0.455 6.610 0.0 0.0 -0.1 0.31
```
Forces are in eV/Å.

Output
Highest occupied orbital energy   -11.91 eV
Net charge   +1
LUMO level   -3.777 eV
Orbital gap   8.14 eV
Multiplicity   1

---

No. 4
ORCA calculation (wB97M-V/def2-TZVPD) on 3 unconnected molecules or ions with the total composition C2H9NO2 at a distorted geometry.

Geometry as XYZ:
```
14
Properties=species:S:1:pos:R:3:forces:R:3:mulliken_charge:R:1
C -0.494 -1.314 0.664 -0.9 0.9 -4.4 -0.43
C -2.335 0.011 1.296 -0.9 -1.9 -0.3 -0.28
N -1.149 0.067 0.854 0.6 -1.8 1.5 -0.37
H -1.202 -2.042 0.073 1.0 1.2 1.3 0.32
H 0.414 -1.179 -0.020 -1.2 -0.2 1.1 -0.04
H -0.178 -1.737 1.582 0.1 -0.1 1.0 0.31
H -2.745 0.794 1.974 0.0 -0.1 -1.3 0.27
H -2.992 -0.967 1.070 1.2 1.9 1.0 0.23
H 2.087 0.209 -1.257 0.7 -0.6 0.0 0.34
H 2.795 -1.221 -1.493 -0.2 1.3 0.4 0.31
O 2.887 -0.335 -1.066 -0.6 -0.6 -0.5 -0.65
H -0.308 1.105 -0.799 0.3 0.4 0.2 0.35
H 0.184 2.494 -1.382 0.5 -1.9 0.5 0.31
O 0.483 1.572 -1.119 -0.6 1.4 -0.7 -0.67
```
Forces are in eV/Å.

Output
Highest occupied orbital energy   -9.83 eV
Net charge   0
LUMO level   0.691 eV
Orbital gap   10.52 eV
Structure (SMILES)   C=NC.O.O
Multiplicity   1

---

Calculated total energy in order - -132770.8090; -11606.9082; -45406.8182; -7803.3171 eV